C41H32N7O4Re | ωB97M-V with the def2-TZVPD basis set

Structure (XYZ):
```
85
C41H32N7O4Re (ωB97M-V with the def2-TZVPD basis set)
Re 0.62 -0.20 0.52
C 0.23 1.53 4.59
O 1.44 2.00 3.93
C 1.46 1.47 2.75
N 0.42 0.75 2.39
C -0.61 0.94 3.44
C -1.70 1.90 3.00
C -1.37 3.06 2.29
C -2.35 3.99 1.98
C -3.67 3.78 2.39
C -3.99 2.63 3.11
C -3.01 1.70 3.41
C 2.58 1.61 1.83
C 3.74 2.32 2.08
C 4.73 2.33 1.10
C 4.53 1.61 -0.08
C 3.33 0.94 -0.24
N 2.38 0.94 0.69
C 2.91 0.22 -1.44
N 1.76 -0.37 -1.49
C 1.49 -0.59 -2.94
C 2.91 -0.48 -3.53
O 3.63 0.27 -2.52
C 0.79 -1.85 -3.36
C 0.92 -3.04 -2.65
C 0.30 -4.19 -3.11
C -0.44 -4.16 -4.28
C -0.56 -2.98 -5.00
C 0.05 -1.83 -4.53
H -0.24 2.37 5.08
H 0.54 0.79 5.33
H -1.06 -0.02 3.72
H -0.36 3.25 1.96
H -2.09 4.88 1.44
H -4.43 4.50 2.16
H -5.01 2.47 3.43
H -3.27 0.82 4.00
H 3.85 2.86 3.01
H 5.65 2.87 1.26
H 5.28 1.59 -0.86
H 0.89 0.27 -3.26
H 2.95 0.05 -4.47
H 3.38 -1.46 -3.64
H 1.50 -3.06 -1.73
H 0.42 -5.12 -2.57
H -0.92 -5.06 -4.64
H -1.13 -2.96 -5.92
H -0.06 -0.89 -5.08
N -0.28 -3.25 1.79
C -1.36 -2.42 1.61
C -2.60 -2.95 2.00
C -3.74 -2.20 1.88
C -3.63 -0.90 1.38
C -2.39 -0.44 1.03
N -1.25 -1.18 1.11
C 1.08 -3.12 1.69
C 1.82 -4.27 2.01
C 3.19 -4.27 1.92
C 3.82 -3.09 1.54
C 3.05 -2.00 1.27
N 1.68 -1.98 1.31
H -0.55 -4.17 2.10
H -2.64 -3.96 2.40
H -4.70 -2.61 2.16
H -4.48 -0.26 1.28
H -2.28 0.57 0.67
H 1.30 -5.16 2.33
H 3.76 -5.16 2.15
H 4.90 -3.02 1.46
H 3.54 -1.08 1.01
O 0.44 3.23 -0.41
C -0.33 2.48 -0.96
N -0.45 1.12 -0.62
C -1.27 0.47 -1.54
O -1.35 -0.75 -1.53
C -1.85 1.48 -2.43
C -2.77 1.36 -3.45
C -3.06 2.51 -4.18
C -2.46 3.73 -3.88
C -1.55 3.85 -2.82
C -1.26 2.71 -2.10
H -3.24 0.41 -3.67
H -3.77 2.46 -5.00
H -2.69 4.60 -4.46
H -1.08 4.80 -2.60
```

**Spin multiplicity**: 4
**E**: -63765.760 eV
**LUMO energy (alpha / beta)**: -9.525 / -10.638 eV
**Charge**: +3
**Highest occupied orbital energy (alpha / beta)**: -15.9 / -15.9 eV
**Maximum force**: 1.2 eV/A

Here are the Löwdin charges for atoms 1 to 2, given in e: 1.835, 0.016


C41H32NO24P | ωB97M-V with the def2-TZVPD basis set

Structure (XYZ):
```
99
C41H32NO24P (ωB97M-V with the def2-TZVPD basis set)
C -1.53 1.17 -1.39
P -2.38 1.27 -3.09
O -1.46 2.22 -4.14
C -4.03 2.10 -2.71
C -4.12 3.59 -2.60
C -5.37 4.25 -2.27
C -5.61 5.78 -2.12
C -4.32 6.69 -2.17
O -4.12 7.29 -0.86
C -6.54 3.37 -2.10
C -6.48 1.91 -2.24
C -5.21 1.24 -2.53
C -7.91 1.35 -1.99
O -8.16 0.18 -1.87
N -8.78 2.50 -1.92
C -8.02 3.73 -1.77
O -8.47 4.79 -1.44
H -2.10 1.76 -0.62
H -1.50 0.09 -1.08
H -0.49 1.59 -1.50
H -1.89 3.07 -4.32
H -3.20 4.18 -2.78
H -6.34 6.10 -2.91
H -6.12 5.97 -1.14
H -3.37 6.14 -2.40
H -4.40 7.51 -2.92
H -3.71 6.61 -0.30
H -5.19 0.14 -2.62
H -9.34 2.47 -2.79
O 5.69 1.15 1.08
C 4.53 0.94 0.76
C 3.41 1.11 1.68
C 2.16 0.85 1.29
O 1.12 1.00 2.13
C 1.86 0.38 -0.09
O 0.71 0.13 -0.40
C 2.98 0.23 -1.02
C 4.22 0.49 -0.63
O 5.27 0.36 -1.47
H 3.64 1.46 2.68
H 0.33 0.75 1.61
H 2.74 -0.10 -2.03
H 6.06 0.61 -0.95
O 3.26 8.84 2.05
C 2.95 7.68 1.82
C 2.63 6.72 2.87
C 2.31 5.46 2.56
O 2.01 4.55 3.51
C 2.26 4.99 1.14
O 1.98 3.83 0.90
C 2.55 5.97 0.08
C 2.87 7.23 0.39
O 3.14 8.14 -0.56
H 2.67 7.07 3.89
H 1.81 3.72 3.02
H 2.49 5.62 -0.94
H 3.34 8.96 -0.07
O 1.95 -2.03 0.81
C 1.58 -2.99 1.46
C 2.18 -3.36 2.74
C 1.76 -4.43 3.40
O 2.29 -4.79 4.59
C 0.67 -5.30 2.87
O 0.32 -6.29 3.50
C 0.05 -4.93 1.59
C 0.47 -3.85 0.93
O -0.08 -3.47 -0.24
H 2.97 -2.72 3.11
H 1.82 -5.59 4.86
H -0.75 -5.55 1.22
H 0.40 -2.67 -0.52
O -6.95 -7.02 -2.17
C -5.85 -6.89 -1.66
C -4.76 -7.82 -1.90
C -3.57 -7.65 -1.30
O -2.55 -8.49 -1.51
C -3.33 -6.51 -0.37
O -2.25 -6.40 0.17
C -4.42 -5.56 -0.15
C -5.60 -5.73 -0.75
O -6.62 -4.87 -0.56
H -4.94 -8.64 -2.58
H -1.81 -8.15 -0.97
H -4.23 -4.73 0.52
H -7.36 -5.22 -1.10
O 10.27 -3.71 1.09
C 9.08 -3.52 1.27
C 8.05 -4.18 0.47
C 6.76 -3.93 0.69
O 5.79 -4.52 -0.03
C 6.32 -2.97 1.76
O 5.13 -2.76 1.92
C 7.35 -2.34 2.58
C 8.64 -2.59 2.35
O 9.61 -2.02 3.09
H 8.38 -4.86 -0.30
H 4.95 -4.17 0.33
H 7.02 -1.66 3.35
H 10.45 -2.36 2.74
```

**Energy relative to the best compared isomer or geometry (same formula, charge and spin)**: 159.61 kJ/mol
**Spin multiplicity**: 1
**E**: -102950.714 eV
**LUMO energy**: -1.712 eV
**SMILES string**: CP(O)c1cc(CCO)c2c(c1)C(=O)NC2=O.O=C1C=C(O)C(=O)C=C1O.O=C1C=C(O)C(=O)C=C1O.O=C1C=C(O)C(=O)C=C1O.O=C1C=C(O)C(=O)C=C1O.O=C1C=C(O)C(=O)C=C1O
**Charge**: 0
**Highest occupied orbital energy**: -8.4 eV
**Maximum force**: 2.6 eV/A

Here are the Löwdin charges for atoms 1 to 2, given in e: -0.284, 0.890


C41H33KN3O4PS | ωB97M-V with the def2-TZVPD basis set

Structure (XYZ):
```
84
C41H33KN3O4PS (ωB97M-V with the def2-TZVPD basis set)
K -0.12 -0.59 -1.30
C -2.91 -2.78 2.43
C -1.59 -3.19 1.84
C -1.52 -3.86 0.62
C -0.29 -4.21 0.08
C 0.88 -3.88 0.73
C 0.82 -3.21 1.95
C -0.40 -2.87 2.50
H -3.67 -2.66 1.66
H -2.82 -1.82 2.95
H -3.28 -3.52 3.15
H -2.43 -4.05 0.07
H -0.25 -4.67 -0.90
H 1.84 -4.08 0.27
H 1.74 -2.90 2.44
H -0.44 -2.31 3.42
C 5.85 2.67 4.30
C 6.25 1.60 3.51
C 5.31 0.80 2.90
C 3.94 1.05 3.04
C 3.55 2.13 3.82
C 4.49 2.93 4.45
P 2.79 -0.11 2.17
C 1.19 0.53 2.78
C 0.30 1.24 2.00
C -0.92 1.67 2.53
C -1.24 1.40 3.85
C -0.35 0.68 4.64
C 0.85 0.24 4.11
C 2.87 0.47 0.44
C 3.24 1.81 0.20
C 3.48 2.24 -1.09
C 3.35 1.31 -2.12
C 2.93 0.02 -1.85
C 2.64 -0.49 -0.56
H 6.58 3.31 4.78
H 7.30 1.39 3.37
H 5.63 -0.03 2.28
H 2.50 2.36 3.94
H 4.16 3.77 5.05
H 0.54 1.46 0.96
H -1.60 2.22 1.89
H -2.19 1.73 4.25
H -0.60 0.45 5.67
H 1.53 -0.34 4.72
H 3.34 2.51 1.02
H 3.76 3.27 -1.29
H 3.56 1.60 -3.15
H 2.81 -0.64 -2.71
O -0.27 1.92 -1.43
C -0.80 2.97 -1.00
C -0.10 4.23 -0.97
C -0.67 5.38 -0.50
C -1.99 5.41 -0.02
C -2.70 4.22 -0.04
C -2.16 3.02 -0.51
C -2.98 1.82 -0.51
N -2.62 0.56 -0.31
C -3.77 -0.18 -0.40
C -4.84 0.62 -0.64
N -4.33 1.89 -0.71
H 0.93 4.20 -1.32
H -0.08 6.29 -0.49
H -2.43 6.31 0.37
H -3.71 4.20 0.37
H -3.74 -1.25 -0.32
H -5.89 0.40 -0.79
H -4.81 2.74 -0.96
O 0.93 -4.73 -4.41
S 0.54 -3.33 -4.44
O 1.47 -2.42 -5.05
N 0.01 -2.82 -3.01
C -1.31 -2.61 -3.00
O -1.99 -2.24 -2.05
C -1.95 -2.84 -4.37
C -3.28 -2.69 -4.73
C -3.63 -2.96 -6.04
C -2.67 -3.37 -6.97
C -1.34 -3.52 -6.60
C -1.02 -3.25 -5.29
H -4.00 -2.36 -4.00
H -4.66 -2.85 -6.36
H -2.97 -3.57 -7.99
H -0.58 -3.83 -7.31
```

**Energy relative to the best compared isomer or geometry (same formula, charge and spin)**: 45.76 kJ/mol
**Spin multiplicity**: 1
**E**: -92164.170 eV
**LUMO energy**: 4.013 eV
**Charge**: -2
**Highest occupied orbital energy**: -1.1 eV
**Maximum force**: 0.5 eV/A

Here are the Löwdin charges for atoms 1 to 2, given in e: 0.743, -0.059


C41H34InO12 | ωB97M-V with the def2-TZVPD basis set

Structure (XYZ):
```
88
C41H34InO12 (ωB97M-V with the def2-TZVPD basis set)
C -0.34 1.98 -4.34
C -0.28 1.30 -5.33
C -0.21 0.46 -6.52
C 1.13 -0.25 -6.72
C 1.46 -1.47 -5.84
In -0.04 -2.30 -4.40
H -0.51 2.54 -3.45
H -1.04 -0.25 -6.53
H -0.37 1.13 -7.36
H 1.92 0.50 -6.67
H 1.12 -0.60 -7.76
H 1.72 -2.29 -6.51
H 2.38 -1.25 -5.30
H 0.70 -3.66 -3.54
H -0.50 -1.12 -3.15
H -1.54 -2.76 -5.27
C 0.48 -5.01 -0.85
C 0.73 -4.50 0.35
C 2.07 -4.64 0.98
O 2.31 -4.19 2.08
C 3.11 -5.36 0.21
C 2.86 -5.87 -0.99
C 1.52 -5.74 -1.61
O 1.26 -6.18 -2.71
H -0.48 -4.91 -1.34
H -0.01 -3.95 0.92
H 4.08 -5.45 0.69
H 3.61 -6.39 -1.58
C -0.86 5.97 0.86
C -1.12 4.82 0.25
C -0.56 4.51 -1.09
O -0.79 3.46 -1.64
C 0.30 5.54 -1.73
C 0.56 6.69 -1.12
C 0.01 7.00 0.22
O 0.24 8.05 0.78
H -1.25 6.22 1.84
H -1.74 4.05 0.70
H 0.70 5.30 -2.70
H 1.19 7.46 -1.56
C 5.83 6.71 -4.26
C 4.53 6.46 -4.27
C 3.93 5.46 -3.34
O 2.74 5.23 -3.35
C 4.85 4.75 -2.42
C 6.15 5.00 -2.41
C 6.75 6.00 -3.33
O 7.94 6.23 -3.32
H 6.29 7.43 -4.92
H 3.84 6.96 -4.93
H 4.39 4.02 -1.76
H 6.84 4.49 -1.74
C -4.45 -4.55 0.04
C -5.34 -3.57 0.16
C -5.41 -2.46 -0.83
O -6.22 -1.57 -0.69
C -4.45 -2.49 -1.95
C -3.55 -3.46 -2.08
C -3.49 -4.57 -1.08
O -2.66 -5.45 -1.20
H -4.37 -5.35 0.76
H -6.04 -3.52 0.98
H -4.51 -1.67 -2.66
H -2.83 -3.50 -2.89
C -4.48 -0.93 2.81
C -4.56 0.14 3.59
C -3.48 0.48 4.55
O -3.56 1.46 5.27
C -2.31 -0.41 4.60
C -2.22 -1.49 3.83
C -3.30 -1.83 2.87
O -3.22 -2.81 2.16
H -5.26 -1.20 2.10
H -5.41 0.82 3.57
H -1.53 -0.15 5.31
H -1.37 -2.16 3.86
C -0.62 -1.12 8.00
C -0.29 -0.63 9.19
C 1.03 -0.93 9.82
O 1.33 -0.48 10.90
C 1.96 -1.81 9.06
C 1.63 -2.30 7.87
C 0.31 -2.00 7.25
O 0.02 -2.45 6.16
H -1.57 -0.92 7.54
H -0.95 0.01 9.76
H 2.91 -2.01 9.53
H 2.29 -2.94 7.30
```

**Spin multiplicity**: 1
**E**: -72801.968 eV
**LUMO energy**: -0.481 eV
**Charge**: -1
**Highest occupied orbital energy**: -4.6 eV
**Maximum force**: 0.7 eV/A

Here are the Löwdin charges for atoms 1 to 2, given in e: 0.099, -0.170


C41H34N2O4P2S2Zr | ωB97M-V with the def2-TZVPD basis set

Structure (XYZ):
```
86
C41H34N2O4P2S2Zr (ωB97M-V with the def2-TZVPD basis set)
Zr 0.23 -0.04 0.03
O -0.33 -3.45 -2.64
C -0.11 -2.29 -2.08
O -0.58 -1.96 -0.99
C 0.77 -1.35 -2.82
C 1.32 -1.52 -4.06
C 2.06 -0.46 -4.59
C 2.22 0.71 -3.86
C 1.64 0.77 -2.60
N 0.95 -0.24 -2.11
C 1.71 1.95 -1.67
O 2.05 3.03 -2.02
O 1.28 1.60 -0.42
H -0.91 -3.99 -2.08
H 1.17 -2.44 -4.62
H 2.51 -0.55 -5.57
H 2.77 1.56 -4.23
C -2.85 3.00 0.47
C -1.76 3.18 1.52
P -0.75 1.71 1.94
C -1.64 0.96 3.33
C -2.95 0.51 3.13
C -3.66 -0.08 4.17
C -3.06 -0.24 5.41
C -1.76 0.20 5.61
C -1.05 0.79 4.58
C 0.78 2.36 2.64
C 1.92 1.56 2.69
C 3.09 2.02 3.26
C 3.14 3.30 3.80
C 2.01 4.10 3.77
C 0.83 3.64 3.19
C -2.32 2.92 -0.96
P -1.72 1.27 -1.48
C -3.23 0.26 -1.37
C -4.29 0.42 -2.26
C -5.47 -0.30 -2.08
C -5.60 -1.16 -1.00
C -4.56 -1.32 -0.10
C -3.38 -0.61 -0.30
C -1.38 1.49 -3.25
C -1.67 0.47 -4.16
C -1.37 0.62 -5.50
C -0.78 1.80 -5.95
C -0.49 2.82 -5.06
C -0.79 2.66 -3.71
H -3.51 3.87 0.53
H -3.49 2.14 0.68
H -2.19 3.50 2.46
H -1.06 3.95 1.19
H -3.44 0.63 2.17
H -4.68 -0.41 4.01
H -3.61 -0.70 6.22
H -1.30 0.08 6.58
H -0.04 1.13 4.76
H 1.91 0.54 2.31
H 3.97 1.38 3.29
H 4.05 3.67 4.24
H 2.04 5.10 4.19
H -0.04 4.28 3.20
H -1.52 3.65 -1.10
H -3.10 3.16 -1.68
H -4.21 1.09 -3.11
H -6.29 -0.17 -2.77
H -6.52 -1.71 -0.86
H -4.65 -1.98 0.75
H -2.59 -0.75 0.43
H -2.16 -0.44 -3.82
H -1.62 -0.16 -6.20
H -0.57 1.93 -7.01
H -0.04 3.74 -5.40
H -0.55 3.47 -3.03
S -0.02 -1.55 2.15
C 1.44 -2.11 1.41
N 1.92 -1.47 0.35
C 3.10 -2.05 -0.13
C 3.89 -1.62 -1.20
C 5.03 -2.33 -1.51
C 5.39 -3.47 -0.78
C 4.63 -3.90 0.29
C 3.48 -3.17 0.60
S 2.35 -3.46 1.89
H 3.64 -0.72 -1.74
H 5.65 -2.00 -2.33
H 6.29 -4.01 -1.04
H 4.92 -4.76 0.87
```

**Energy relative to the best compared isomer or geometry (same formula, charge and spin)**: 0.00 kJ/mol
**Spin multiplicity**: 1
**E**: -95761.368 eV
**LUMO energy**: -6.648 eV
**Charge**: +2
**Highest occupied orbital energy**: -13.4 eV
**Maximum force**: 1.0 eV/A

Here are the Löwdin charges for atoms 1 to 2, given in e: 1.414, 0.223


Which formula does entry 1 have?
C41H32N7O4Re


Which value of charge does entry 4 give?
-1


maximum force of number 1 (C41H32N7O4Re)?
1.2 eV/A